Record 1
The molecule C22H28N4O4. Source: the Open Molecules 2025 dataset; level of theory: the ωB97M-V functional and the def2-TZVPD basis.

The total energy comes out at -1375.1199 hartree. As for the SMILES: COc1cc(CN2CCNC(=O)[C@H]2CC(=O)N(C)Cc2cccnc2)cc(OC)c1. The LUMO energy comes out at 0.647 eV. For the frontier orbital gap, the calculation gives 9.007 eV. The value obtained for the HOMO energy is -8.36 eV.

Geometry as XYZ:
```
58
C22H28N4O4 the ωB97M-V functional and the def2-TZVPD basis
H -1.79 -1.79 0.77
C -2.92 1.11 5.57
H -2.96 0.84 -3.62
H -3.94 1.41 5.76
N 0.45 0.18 -0.75
O -0.69 2.14 2.00
H 1.76 0.53 5.74
C 1.06 -1.86 -4.97
H 1.91 1.10 -1.89
H -3.41 -0.39 4.12
H -2.02 2.08 -4.51
H -2.13 -0.69 -0.59
N -2.00 1.75 6.27
C -1.29 -0.22 4.45
C -0.77 -0.31 -4.72
C -2.62 0.12 4.65
H 2.51 -1.85 -3.40
H 2.34 -0.56 -1.42
H 0.86 2.08 -0.08
H -2.26 0.33 1.76
H 1.24 -2.54 -7.58
C -0.03 -1.11 -0.30
C -1.44 -0.90 0.24
C -0.23 0.14 -3.52
O 1.24 -1.12 2.57
N 1.58 0.80 3.68
H 1.10 2.75 3.08
H 1.29 -0.91 4.80
C 1.51 0.09 -1.74
H -0.57 -1.63 -6.37
H 0.31 -3.79 -6.71
C -0.31 0.46 5.17
C 1.29 -3.33 -6.82
C 0.69 1.08 0.35
H 2.83 2.47 3.44
H 1.65 2.57 4.74
H 2.56 0.04 0.70
H -1.01 -0.99 3.75
O -1.92 0.15 -5.28
H 2.01 -4.09 -7.13
C 1.59 -1.40 -3.76
C 1.54 0.07 2.55
C -2.63 1.17 -4.61
C 0.95 -0.41 -3.04
N -1.45 0.22 1.16
H -0.01 1.98 6.67
C 1.81 2.23 3.73
C -0.12 -1.31 -5.44
H -0.71 0.90 -2.93
H 0.60 -1.55 0.48
C -0.54 1.20 1.24
C -0.73 1.43 6.07
H -0.07 -1.79 -1.15
C 1.14 0.17 4.92
H 2.50 1.65 1.43
H -3.50 1.38 -5.23
O 1.77 -2.83 -5.60
C 1.93 0.75 1.25
```

Record 2
A structure of composition C22H28N5O3ReS. Source: the Open Molecules 2025 dataset; level of theory: the ωB97M-V functional and the def2-TZVPD basis.

The total energy comes out at -1830.1929 hartree. As for the total charge: +3. The LUMO energy (alpha / beta) comes out at -11.288 / -10.257 eV. For the frontier orbital gap (alpha / beta), the calculation gives 5.159 / 6.383 eV. Its spin multiplicity is 2. The value obtained for the HOMO energy (alpha / beta) is -16.45 / -16.64 eV.

Geometry as XYZ:
```
60
C22H28N5O3ReS the ωB97M-V functional and the def2-TZVPD basis
H -1.08 -2.82 0.39
C -1.71 1.77 -0.14
H -1.06 -6.05 -3.03
H -3.90 3.95 -0.78
H 0.21 -5.55 -4.09
H -2.06 -0.59 1.73
H -4.37 3.25 0.76
H 3.39 1.96 -4.27
C 1.70 2.64 -0.16
H -4.35 1.73 -1.80
H -0.96 3.10 1.42
H -0.59 3.61 -0.25
H -1.55 -4.82 -0.95
H 1.53 -3.53 -3.68
C 3.75 -0.88 0.66
C -1.30 -0.75 2.48
H 3.66 4.03 -3.25
C 1.84 1.95 -1.52
N 2.35 2.58 -2.56
C 0.95 -1.03 2.98
Re 0.60 -0.26 0.11
H -2.81 4.07 0.62
C -3.92 1.26 -0.91
C 2.84 3.94 -2.53
O 0.60 2.09 0.56
C 4.59 -1.17 1.71
H 5.65 -1.29 1.68
C -0.53 -3.00 -0.53
H 2.07 0.90 -3.75
O 1.45 0.75 -1.60
H -4.73 1.04 -0.22
C 0.65 -1.22 4.33
C -0.66 -1.14 4.76
N 0.41 -2.08 -0.86
C -0.08 -4.35 -2.47
C 0.93 -3.40 -2.79
C -3.52 3.43 0.10
H 4.11 -0.74 -0.35
H -2.69 -0.85 4.10
C 2.26 -1.05 2.41
C 1.13 -2.32 -1.98
H 3.22 4.22 -1.56
C 2.39 -0.80 1.02
H 1.46 -1.41 5.03
H -3.43 0.34 -1.21
H -0.91 -1.26 5.80
H 1.89 -1.59 -2.24
N -0.03 -0.80 2.05
H 1.61 3.72 -0.23
C -0.66 2.75 0.42
C -0.79 -4.11 -1.27
N -2.96 2.16 -0.29
C -1.65 -0.91 3.81
H 2.07 4.64 -2.85
O -1.34 0.62 -0.43
N -0.33 -5.39 -3.25
H 2.59 2.39 0.44
C 2.39 1.93 -3.85
S 3.77 -1.36 3.20
H 1.71 2.45 -4.54
```

Computed relative energy (zero: lowest compared OMol25 entry of this formula, charge and spin), in the same sequence as the records: 2.0158; 0.7901 eV.